# 1
DFT (ωB97M-V with the def2-TZVPD basis set) results for a cluster of 4 separate species, C49H103N4O6 in total in a non-equilibrium geometry.

Structure (XYZ):
```
162
C49H103N4O6 ωB97M-V with the def2-TZVPD basis set
C 2.026 7.171 -0.209
C 3.354 7.928 -0.273
C 4.424 7.008 -0.907
C 4.981 6.056 0.177
C 5.130 4.616 -0.311
C 6.070 4.462 -1.538
C 5.403 3.587 -2.620
C 6.426 2.731 -3.413
C 5.818 1.405 -3.893
C 6.086 0.251 -2.902
C 5.011 0.218 -1.791
C 4.992 -1.115 -1.035
C 3.985 -0.955 0.151
C 2.770 -1.937 0.061
C 1.410 -1.193 0.126
C 0.535 -1.662 1.324
C -0.938 -1.905 0.911
C -1.875 -0.935 1.646
C -3.292 -1.068 1.093
C -4.272 0.009 1.654
C -4.686 0.909 0.492
C -5.747 1.960 0.856
C -6.190 2.703 -0.443
C -6.534 4.155 -0.113
C -6.674 5.137 -1.316
C -5.966 4.727 -2.613
C -6.869 3.878 -3.493
N -6.214 3.377 -4.701
C -5.242 2.441 -4.688
C -4.893 2.201 -5.979
C -5.694 3.023 -6.782
C -6.501 3.744 -5.972
H 2.207 6.155 0.140
H 1.357 7.647 0.508
H 1.548 7.117 -1.185
H 3.695 8.166 0.735
H 3.253 8.867 -0.818
H 3.942 6.396 -1.671
H 5.223 7.592 -1.361
H 5.904 6.465 0.596
H 4.267 6.043 1.002
H 4.141 4.286 -0.621
H 5.489 3.992 0.507
H 6.279 5.442 -1.965
H 7.013 4.020 -1.218
H 4.694 2.900 -2.167
H 4.903 4.256 -3.319
H 7.335 2.584 -2.832
H 6.662 3.305 -4.313
H 6.186 1.125 -4.882
H 4.740 1.533 -4.001
H 6.013 -0.700 -3.433
H 7.067 0.371 -2.443
H 4.036 0.433 -2.223
H 5.284 0.963 -1.040
H 5.985 -1.313 -0.620
H 4.690 -1.912 -1.712
H 4.501 -1.183 1.094
H 3.635 0.069 0.201
H 2.881 -2.650 0.892
H 2.820 -2.504 -0.875
H 0.869 -1.460 -0.795
H 0.540 -0.866 2.074
H 0.946 -2.589 1.757
H -1.048 -1.729 -0.160
H -1.219 -2.941 1.122
H -1.855 -1.147 2.717
H -1.460 0.060 1.471
H -3.686 -2.058 1.327
H -3.237 -0.948 0.013
H -3.810 0.569 2.464
H -5.163 -0.526 1.990
H -3.793 1.434 0.144
H -5.074 0.316 -0.340
H -6.597 1.512 1.369
H -5.243 2.681 1.500
H -5.354 2.595 -1.131
H -7.053 2.145 -0.803
H -5.836 4.561 0.616
H -7.507 4.129 0.382
H -7.720 5.392 -1.486
H -6.205 6.071 -1.004
H -5.745 5.650 -3.153
H -5.018 4.232 -2.421
H -7.190 3.004 -2.925
H -7.771 4.405 -3.798
H -4.847 1.985 -3.798
H -4.167 1.492 -6.335
H -5.673 3.048 -7.857
H -7.235 4.476 -6.246
C -3.576 -7.710 -2.825
O -2.293 -7.170 -3.068
C -2.031 -6.903 -4.441
C -1.881 -5.415 -4.679
N -3.159 -4.730 -4.525
C -3.057 -3.271 -4.519
C -2.317 -2.615 -3.357
O -2.965 -2.759 -2.109
C -2.639 -3.934 -1.386
H -3.632 -7.963 -1.768
H -4.366 -6.985 -3.051
H -3.739 -8.620 -3.412
H -2.807 -7.327 -5.086
H -1.085 -7.394 -4.687
H -1.508 -5.252 -5.694
H -1.129 -5.039 -3.973
H -3.581 -5.023 -3.652
H -4.079 -2.883 -4.522
H -2.596 -2.950 -5.459
H -2.295 -1.539 -3.556
H -1.271 -2.932 -3.289
H -1.616 -4.266 -1.578
H -3.347 -4.739 -1.615
H -2.733 -3.705 -0.327
C 8.068 0.100 1.859
O 8.512 -0.722 2.925
C 8.059 -2.069 2.826
C 9.231 -3.003 2.612
N 9.810 -2.824 1.285
C 11.076 -3.521 1.088
C 12.275 -3.060 1.911
O 12.729 -1.757 1.591
C 12.092 -0.705 2.295
H 8.379 1.122 2.073
H 8.516 -0.209 0.908
H 6.978 0.076 1.772
H 7.310 -2.185 2.037
H 7.581 -2.319 3.778
H 8.891 -4.037 2.716
H 9.964 -2.801 3.406
H 9.960 -1.835 1.127
H 11.337 -3.410 0.032
H 10.917 -4.590 1.262
H 13.108 -3.729 1.673
H 12.105 -3.157 2.990
H 11.782 -1.011 3.297
H 11.228 -0.325 1.744
H 12.807 0.113 2.388
C -8.101 0.754 7.072
O -7.922 -0.560 7.564
C -8.966 -1.457 7.200
C -8.444 -2.534 6.273
N -8.113 -1.983 4.966
C -7.396 -2.908 4.090
C -5.991 -3.334 4.505
O -5.045 -2.285 4.483
C -4.950 -1.528 5.675
H -7.306 1.372 7.486
H -8.032 0.787 5.980
H -9.064 1.166 7.389
H -9.811 -0.928 6.750
H -9.320 -1.928 8.123
H -9.212 -3.305 6.152
H -7.571 -2.994 6.757
H -7.539 -1.159 5.097
H -7.318 -2.421 3.114
H -8.011 -3.802 3.948
H -5.644 -4.060 3.764
H -5.974 -3.853 5.471
H -5.165 -2.129 6.562
H -5.615 -0.659 5.646
H -3.929 -1.153 5.748
```

Properties
- Total energy: -2598.998641 Ha
- HOMO: -1.2 eV
- Charge: -1
- Lowest unoccupied orbital energy: 2.16 eV
- HOMO-LUMO gap: 3.3 eV

Atomic partial charges in e from the Löwdin method, atoms 1 to 6: atom 1 (C): -0.1124, atom 2 (C): -0.2688, atom 3 (C): -0.2209, atom 4 (C): -0.2270, atom 5 (C): -0.2037, atom 6 (C): -0.1953

---

# 2
DFT (ωB97M-V with the def2-TZVPD basis set) results for a cluster of 7 separate species, C49H107N5O7 in total in a non-equilibrium geometry.

Structure (XYZ):
```
168
C49H107N5O7 ωB97M-V with the def2-TZVPD basis set
C -1.136 12.265 -15.603
C -0.675 13.756 -15.841
C 0.873 13.808 -16.002
C -1.351 14.220 -17.099
C -2.875 14.456 -17.022
C -3.265 15.322 -15.915
C -2.641 14.906 -14.501
C -2.737 16.120 -13.586
C -3.333 13.692 -13.858
N -1.135 14.653 -14.747
O -0.378 14.592 -13.576
H -0.404 11.701 -16.181
H -1.091 12.049 -14.535
H -2.106 11.987 -16.015
H 1.129 14.853 -15.825
H 1.348 13.265 -15.185
H 1.063 13.465 -17.019
H -0.897 15.128 -17.496
H -1.396 13.505 -17.920
H -3.327 14.840 -17.936
H -3.332 13.482 -16.846
H -4.342 15.154 -15.915
H -3.112 16.360 -16.210
H -3.700 16.609 -13.734
H -2.019 16.846 -13.968
H -2.629 15.946 -12.516
H -4.354 13.855 -13.514
H -2.771 13.301 -13.011
H -3.426 12.828 -14.516
H 0.011 15.470 -13.578
C 9.862 18.464 -21.365
C 8.527 18.189 -22.203
C 9.058 17.491 -23.502
C 7.691 17.055 -21.553
C 6.948 17.637 -20.340
C 6.085 18.795 -20.857
C 6.787 19.955 -21.578
C 5.773 20.863 -22.285
C 7.558 20.856 -20.543
N 7.688 19.386 -22.621
O 8.389 20.332 -23.392
H 9.640 18.810 -20.356
H 10.303 17.490 -21.149
H 10.435 19.224 -21.897
H 9.573 16.556 -23.279
H 8.360 17.118 -24.251
H 9.791 18.176 -23.928
H 6.982 16.593 -22.239
H 8.362 16.233 -21.303
H 6.350 16.828 -19.921
H 7.634 17.850 -19.521
H 5.443 19.174 -20.062
H 5.424 18.308 -21.573
H 5.107 21.356 -21.577
H 5.166 20.299 -22.993
H 6.227 21.600 -22.948
H 8.225 20.319 -19.869
H 6.795 21.245 -19.868
H 8.022 21.795 -20.845
H 8.096 20.178 -24.294
C -1.551 16.094 -23.374
C 0.055 15.798 -23.199
C 0.526 16.020 -21.703
C 0.311 14.274 -23.593
C 1.776 14.043 -23.839
C 2.148 14.907 -25.028
C 2.066 16.350 -24.732
C 3.275 16.841 -23.880
C 2.236 16.989 -26.125
N 0.773 16.690 -24.093
O 0.706 18.027 -23.715
H -1.858 16.911 -22.720
H -1.917 16.377 -24.361
H -2.158 15.241 -23.070
H -0.237 15.589 -21.055
H 1.490 15.593 -21.430
H 0.392 17.082 -21.497
H 0.023 13.600 -22.786
H -0.258 13.950 -24.464
H 2.497 14.153 -23.030
H 2.042 13.018 -24.098
H 1.522 14.625 -25.874
H 3.187 14.606 -25.164
H 3.260 16.502 -22.844
H 3.412 17.917 -23.776
H 4.181 16.485 -24.371
H 1.269 16.975 -26.628
H 2.937 16.483 -26.788
H 2.619 18.005 -26.030
H 0.229 18.390 -24.465
C 6.780 14.735 -10.474
C 6.093 13.832 -11.521
C 7.040 12.753 -12.016
C 4.897 13.147 -10.793
C 3.883 12.546 -11.746
C 3.361 13.633 -12.654
C 4.463 14.380 -13.520
C 4.837 13.522 -14.749
C 3.735 15.695 -13.881
N 5.619 14.753 -12.640
O 6.633 15.410 -13.332
H 6.112 15.572 -10.272
H 6.852 14.148 -9.558
H 7.789 15.081 -10.695
H 6.553 11.946 -12.564
H 7.838 13.100 -12.672
H 7.605 12.346 -11.177
H 5.349 12.471 -10.067
H 4.370 13.856 -10.154
H 4.438 11.818 -12.337
H 3.120 11.987 -11.206
H 2.687 14.274 -12.085
H 2.741 12.985 -13.273
H 3.991 13.263 -15.386
H 5.471 12.668 -14.513
H 5.569 14.110 -15.304
H 3.511 16.267 -12.981
H 2.742 15.492 -14.281
H 4.140 16.480 -14.519
H 6.734 16.138 -12.714
C 3.317 8.006 -20.672
C 3.008 9.532 -20.868
C 2.898 9.854 -22.380
C 1.607 9.686 -20.212
C 1.677 9.986 -18.771
C 2.536 11.256 -18.580
C 3.993 10.928 -18.953
C 4.636 12.297 -19.017
C 4.729 9.999 -17.964
N 4.049 10.354 -20.298
O 5.335 10.348 -20.857
H 4.268 7.764 -21.145
H 3.430 7.574 -19.678
H 2.643 7.418 -21.296
H 3.799 9.593 -22.934
H 2.103 9.300 -22.880
H 2.654 10.899 -22.568
H 0.954 10.400 -20.715
H 1.057 8.756 -20.354
H 0.651 10.119 -18.428
H 2.024 9.204 -18.095
H 2.575 11.490 -17.517
H 2.002 12.094 -19.029
H 4.008 12.936 -19.639
H 5.667 12.241 -19.368
H 4.637 12.616 -17.975
H 4.547 8.930 -18.074
H 4.579 10.279 -16.922
H 5.807 10.094 -18.089
H 5.275 11.110 -21.439
C 3.298 19.087 -15.437
C 1.940 19.056 -16.232
O 0.841 19.708 -15.509
H 3.782 20.058 -15.331
H 4.001 18.408 -15.920
H 3.120 18.584 -14.487
H 1.608 18.045 -16.468
H 2.180 19.559 -17.169
H 1.201 20.496 -15.095
C 3.712 15.727 -17.345
C 3.045 15.915 -18.733
O 1.810 15.215 -18.679
H 3.196 16.369 -16.631
H 4.725 16.128 -17.362
H 3.692 14.736 -16.892
H 3.783 15.775 -19.523
H 2.888 16.981 -18.896
H 1.101 15.746 -18.307
```

Properties
- Total energy: -2731.246606 Ha
- SMILES string: CC1(C)CCCC(C)(C)N1O.CC1(C)CCCC(C)(C)N1O.CC1(C)CCCC(C)(C)N1O.CC1(C)CCCC(C)(C)N1O.CC1(C)CCCC(C)(C)N1O.CCO.CCO
- HOMO: -7.8 eV
- Charge: 0
- Lowest unoccupied orbital energy: 0.40 eV
- Energy relative to the best compared isomer or geometry (same formula, charge and spin): 117.47 kcal/mol
- HOMO-LUMO gap: 8.2 eV

Atomic partial charges in e from the Löwdin method, atoms 1 to 6: atom 1 (C): -0.0167, atom 2 (C): -0.4767, atom 3 (C): -0.0201, atom 4 (C): -0.1414, atom 5 (C): -0.2164, atom 6 (C): -0.1488

---

# 3
DFT (ωB97M-V with the def2-TZVPD basis set) results for a cluster of 7 separate species, C49H107N5O9 in total in a non-equilibrium geometry.

Structure (XYZ):
```
170
C49H107N5O9 ωB97M-V with the def2-TZVPD basis set
C -19.987 1.705 0.186
C -19.169 2.805 0.833
C -18.655 3.694 -0.319
C -20.141 3.606 1.658
C -19.447 4.623 2.601
C -18.339 3.880 3.380
C -17.338 3.024 2.597
C -16.351 3.948 1.859
C -16.661 2.146 3.629
N -18.119 2.238 1.657
O -17.363 1.177 1.027
H -20.255 0.914 0.904
H -20.894 2.066 -0.292
H -19.456 1.108 -0.570
H -18.091 3.111 -1.043
H -19.511 4.170 -0.810
H -18.057 4.538 0.019
H -20.842 4.198 1.066
H -20.714 3.031 2.393
H -18.985 5.444 2.052
H -20.149 4.956 3.359
H -18.772 3.360 4.233
H -17.773 4.717 3.816
H -16.678 4.994 1.922
H -16.258 3.746 0.797
H -15.346 4.003 2.287
H -17.161 1.975 4.574
H -15.663 2.561 3.856
H -16.250 1.205 3.232
H -17.942 0.402 1.048
C -10.342 9.243 4.027
C -11.662 9.414 3.253
C -11.465 10.471 2.150
C -11.822 8.058 2.532
C -13.237 7.851 2.008
C -14.303 8.163 3.061
C -14.126 9.452 3.851
C -14.719 10.541 2.899
C -14.958 9.387 5.122
N -12.743 9.689 4.153
O -12.480 10.762 5.008
H -10.337 8.326 4.627
H -9.509 9.175 3.334
H -10.210 10.025 4.782
H -10.460 10.432 1.733
H -12.182 10.271 1.362
H -11.633 11.459 2.580
H -11.171 7.944 1.665
H -11.499 7.261 3.202
H -13.422 8.608 1.231
H -13.314 6.894 1.491
H -14.369 7.275 3.720
H -15.255 8.061 2.528
H -14.574 11.495 3.425
H -15.776 10.384 2.696
H -14.190 10.618 1.954
H -14.605 10.145 5.820
H -14.799 8.388 5.534
H -16.018 9.575 4.977
H -12.198 10.357 5.840
C -11.116 7.831 -0.895
C -11.263 7.870 -2.438
C -10.277 6.915 -3.092
C -12.718 7.402 -2.742
C -13.768 8.449 -2.551
C -13.433 9.625 -3.445
C -12.145 10.288 -2.997
C -11.710 11.252 -4.119
C -12.336 11.133 -1.731
N -11.109 9.246 -2.955
O -9.879 9.824 -2.448
H -11.315 8.822 -0.481
H -11.719 7.019 -0.504
H -10.068 7.736 -0.573
H -9.334 7.474 -3.098
H -10.192 6.026 -2.479
H -10.531 6.752 -4.139
H -12.698 6.953 -3.741
H -12.896 6.558 -2.065
H -14.772 8.073 -2.762
H -13.776 8.790 -1.506
H -14.276 10.321 -3.527
H -13.290 9.294 -4.484
H -12.559 11.890 -4.367
H -11.486 10.642 -5.000
H -10.803 11.788 -3.849
H -12.234 10.597 -0.784
H -13.362 11.508 -1.692
H -11.606 11.937 -1.716
H -9.244 9.761 -3.172
C -7.294 1.544 -3.878
C -8.397 2.570 -4.019
C -8.624 3.382 -2.744
C -8.035 3.348 -5.289
C -9.152 4.134 -5.939
C -10.263 3.164 -6.276
C -10.742 2.390 -5.046
C -11.611 3.424 -4.261
C -11.729 1.318 -5.532
N -9.649 1.855 -4.316
O -10.072 1.004 -3.310
H -6.383 2.003 -3.459
H -7.530 0.805 -3.106
H -6.949 1.104 -4.808
H -9.642 3.560 -2.422
H -8.120 2.871 -1.919
H -8.151 4.362 -2.882
H -7.160 3.978 -5.092
H -7.640 2.701 -6.077
H -9.490 4.856 -5.187
H -8.845 4.712 -6.811
H -9.961 2.479 -7.088
H -11.092 3.691 -6.761
H -10.942 4.135 -3.760
H -12.023 2.887 -3.392
H -12.350 4.013 -4.789
H -11.212 0.355 -5.397
H -12.087 1.205 -6.556
H -12.595 1.248 -4.871
H -9.913 0.131 -3.690
C -16.293 -1.792 -5.528
C -15.182 -0.785 -5.219
C -13.871 -1.503 -5.571
C -15.243 0.426 -6.136
C -16.228 1.481 -5.625
C -15.906 1.841 -4.174
C -15.899 0.625 -3.246
C -15.194 1.093 -1.980
C -17.373 0.321 -2.922
N -15.176 -0.483 -3.816
O -14.908 -1.558 -2.962
H -16.324 -2.668 -4.887
H -17.251 -1.265 -5.358
H -16.444 -2.089 -6.573
H -13.002 -0.867 -5.404
H -13.707 -2.461 -5.073
H -13.801 -1.764 -6.635
H -14.334 0.916 -6.469
H -15.683 -0.024 -7.035
H -16.216 2.339 -6.306
H -17.253 1.096 -5.738
H -16.546 2.658 -3.847
H -14.888 2.263 -4.256
H -14.963 0.277 -1.284
H -15.875 1.705 -1.383
H -14.249 1.591 -2.183
H -17.815 1.151 -2.361
H -17.398 -0.581 -2.300
H -18.076 0.206 -3.749
H -14.074 -1.248 -2.583
O -12.448 4.164 6.886
C -12.174 4.505 5.532
C -10.941 3.847 4.975
O -11.132 2.419 4.981
H -11.622 4.254 7.374
H -13.053 4.355 4.898
H -12.109 5.608 5.445
H -10.031 3.963 5.570
H -10.799 4.203 3.952
H -11.924 2.233 5.496
O -13.461 4.555 0.305
C -12.829 3.441 -0.354
C -11.357 3.497 -0.195
O -11.012 3.172 1.160
H -13.412 4.474 1.263
H -13.318 2.513 -0.009
H -13.300 3.473 -1.342
H -10.987 4.518 -0.389
H -10.783 2.874 -0.898
H -10.078 3.022 1.289
```

Properties
- Total energy: -2881.761540 Ha
- SMILES string: CC1(C)CCCC(C)(C)N1O.CC1(C)CCCC(C)(C)N1O.CC1(C)CCCC(C)(C)N1O.CC1(C)CCCC(C)(C)N1O.CC1(C)CCCC(C)(C)N1O.OCCO.OCCO
- HOMO: -7.9 eV
- Charge: 0
- Lowest unoccupied orbital energy: 0.47 eV
- Energy relative to the best compared isomer or geometry (same formula, charge and spin): 58.66 kcal/mol
- HOMO-LUMO gap: 8.4 eV

Atomic partial charges in e from the Löwdin method, atoms 1 to 6: atom 1 (C): -0.0466, atom 2 (C): -0.5312, atom 3 (C): -0.0195, atom 4 (C): -0.1457, atom 5 (C): -0.1611, atom 6 (C): -0.1471